# 1
The following is a quantum chemistry calculation of a structure of composition C10H26Cl2LuNO3P2 at a distorted geometry, from OMol25.

As for the calculated total energy: -95656.8737 eV. The relative energy (zero: lowest compared OMol25 entry of this formula, charge and spin) comes out at 35.8 kcal/mol. As for the lowest unoccupied orbital energy: -6.548 eV. Its total charge is +2. As for the strongest force on any atom: 0.0305 hartree/bohr.

Geometry (Å):
C: 1.3445 -0.1994 -6.3667
C: 0.9159 0.2085 -4.9733
H: 2.4381 -0.2090 -6.3933
H: 0.9746 0.5159 -7.1196
H: 0.9718 -1.2098 -6.6019
O: 1.6169 0.4699 -4.0431
Cl: -0.8600 0.2554 -4.8380
Lu: -0.0070 -0.1019 0.3459
P: -0.0565 2.4353 -0.2112
C: 1.0802 3.3717 0.8206
C: 0.1343 2.8694 -1.9381
H: -0.0567 3.9477 -2.0702
H: -1.9117 3.9856 0.1168
H: -0.5409 2.2600 -2.5657
H: -2.5011 2.3108 -0.2550
H: 2.1109 3.0870 0.5449
H: 1.1487 2.5858 -2.2710
C: -1.7595 2.9084 0.3070
H: 0.9241 4.4502 0.6659
H: -1.9211 2.6847 1.3802
H: 0.9534 3.1142 1.8908
P: 0.1810 -2.6847 0.1440
C: 1.4070 -3.3812 1.2514
C: -1.4732 -3.2573 0.6986
H: -0.3097 -2.8562 -2.2118
H: 0.3409 -4.4136 -1.5209
H: 1.4288 -2.9954 -1.8702
C: 0.4278 -3.3139 -1.5275
H: -2.2552 -2.8098 0.0591
H: -1.5089 -4.3580 0.6353
H: 1.3485 -4.4782 1.2300
H: 1.2410 -3.0011 2.2727
H: -1.6586 -2.9290 1.7377
H: 2.4031 -3.0403 0.9235
Cl: -1.7279 -0.3115 -1.3190
N: 0.0006 1.2197 4.8805
C: -1.0702 0.1889 4.5567
C: -0.6215 -0.5296 3.3266
O: -0.3654 -1.7165 3.2754
O: -0.4698 0.3351 2.3275
H: 0.9234 0.7581 4.9826
H: -0.1856 1.6872 5.7750
H: 0.0874 1.9655 4.1552
H: -1.1236 -0.5234 5.3791
H: -2.0191 0.7049 4.4137

# 2
The following is a quantum chemistry calculation of a cluster of 2 separate species, C5H11N2 in total at a distorted geometry, from OMol25.

As for the calculated total energy: -8333.1125 eV. The relative energy (zero: lowest compared OMol25 entry of this formula, charge and spin) comes out at 92.4 kcal/mol. As for the lowest unoccupied orbital energy: -3.447 eV. Its total charge is +1. As for the strongest force on any atom: 0.0880 hartree/bohr.

Geometry (Å):
C: -2.2358 -1.9183 -0.0414
C: 2.1369 -0.3334 0.5525
C: -1.1892 -1.8900 -0.6180
C: 1.3459 0.4134 -0.4420
C: 0.0705 0.8312 -0.2679
N: -0.7456 1.4061 -1.1766
N: -0.7027 0.6906 1.1281
H: -3.2194 -1.9651 0.2737
H: 2.3098 -1.3697 0.0776
H: 3.1000 0.1919 0.4567
H: 1.5348 -0.5248 1.4666
H: -0.2248 -1.7699 -1.0297
H: 1.9804 0.5252 -1.4002
H: -0.2469 1.5000 -2.0224
H: -1.5308 2.0244 -1.1631
H: -1.3576 1.4680 1.0673
H: 0.0490 0.9660 1.8615
H: -1.0744 -0.2456 1.2773

Question: Number 2 is which compound?
Answer: C5H11N2

Question: relative energy (zero: lowest compared OMol25 entry of this formula, charge and spin) of number 2 (C5H11N2)?
Answer: 92.4 kcal/mol